Entry 1:
{
  "formula": "C3H11NOS",
  "method": "wB97M-V/def2-TZVPD",
  "symbols": ["S", "O", "N", "C", "C", "C", "H", "H", "H", "H", "H", "H", "H", "H", "H", "H", "H"],
  "positions_angstrom": [[-1.406215, 1.739492, -1.576023], [1.677713, 2.202299, 4.812663], [-1.012233, -1.364797, -2.000537], [-0.378958, 0.612790, -0.558749], [0.770865, -1.562925, -0.373991], [0.113919, -0.628528, -1.366694], [1.269947, -1.041675, 0.430954], [1.068896, 1.493996, 5.053567], [-2.477297, 1.446600, -0.831257], [0.570395, 0.960036, -0.140591], [1.574256, -2.118745, -0.888162], [1.134760, 2.705175, 4.185189], [-0.924615, -1.328663, -3.007329], [-1.839252, -0.800344, -1.826081], [-0.962226, 0.202929, 0.260879], [0.046406, -2.297412, -0.036503], [0.773645, -0.220232, -2.137332]],
  "forces_ev_per_angstrom": [[0.394, -0.131, 0.857], [-0.642, 0.054, -0.360], [0.143, 0.642, 0.034], [0.654, -1.454, -0.698], [1.294, -0.556, -0.973], [-1.276, 0.388, 0.103], [-0.048, 0.133, 0.437], [0.233, -0.092, 0.185], [-0.235, 0.305, -0.240], [-0.501, 0.978, -0.054], [-0.317, -0.039, 0.207], [0.407, 0.038, 0.172], [0.092, -0.116, -0.101], [-0.161, -0.242, -0.087], [-0.245, 0.301, 0.159], [-0.056, 0.151, 0.281], [0.265, -0.360, 0.080]],
  "smiles": "C[C@@H](N)CS.O",
  "orbital_gap_ev": 9.9,
  "homo_energy_ev": -9.36,
  "lumo_ev": 0.53,
  "multiplicity": 1,
  "e_above_lowest_kj_mol": 69.7
}


Entry 2:
{
  "formula": "C5H10O",
  "method": "wB97M-V/def2-TZVPD",
  "symbols": ["O", "C", "C", "C", "C", "C", "H", "H", "H", "H", "H", "H", "H", "H", "H", "H"],
  "positions_angstrom": [[2.536443, -0.764748, -0.348138], [1.662227, 0.047534, -1.087205], [-1.001383, -0.083888, 0.048929], [0.186152, -0.743510, 0.811341], [1.141586, -1.079875, -0.317999], [-1.557134, 1.226108, 0.606457], [-0.621967, 0.170922, -0.935975], [1.658231, -0.024624, -2.171756], [0.655602, -0.065920, 1.537418], [-2.183954, 1.669465, -0.175657], [-2.161496, 1.100277, 1.508851], [-0.127512, -1.631533, 1.379983], [-1.792392, -0.818770, -0.139951], [-0.750710, 1.941888, 0.821355], [0.872339, -1.993159, -0.856053], [1.483974, 1.049829, -0.681601]],
  "forces_ev_per_angstrom": [[0.220, -0.418, 0.601], [-0.584, 0.179, -0.309], [-0.089, 0.001, 0.335], [-0.024, 0.113, -0.097], [-0.041, -0.004, -0.122], [-0.094, -0.072, -0.044], [-0.141, -0.055, -0.159], [0.434, 0.034, 0.016], [-0.088, 0.046, -0.300], [-0.044, 0.066, 0.287], [0.104, 0.006, -0.054], [0.105, 0.213, -0.243], [-0.019, 0.158, 0.243], [-0.157, -0.224, -0.011], [0.243, 0.182, -0.015], [0.175, -0.225, -0.129]],
  "smiles": "CCC[C@H]1CO1",
  "orbital_gap_ev": 11.3,
  "homo_energy_ev": -10.22,
  "lumo_ev": 1.13,
  "multiplicity": 1,
  "e_above_lowest_kj_mol": 173.0
}